(i)
ORCA calculation (ωB97M-V/def2-TZVPD) on a 8-piece molecular cluster, C21H63N5O8 overall.

Atoms and positions in Å:
C  2.08  -8.62  5.36
C  0.56  -8.28  5.38
C  -0.13  -9.06  6.57
O  -0.20  -10.45  6.20
C  -0.75  -11.18  7.30
N  0.45  -6.87  5.66
H  2.45  -8.45  6.37
H  2.62  -8.11  4.56
H  2.23  -9.70  5.28
H  0.05  -8.44  4.43
H  -1.10  -8.59  6.75
H  0.53  -8.99  7.43
H  -1.81  -11.10  7.53
H  -0.18  -11.10  8.23
H  -0.65  -12.21  6.95
H  -0.51  -6.56  5.69
H  0.81  -6.34  4.88
C  6.74  4.70  1.28
C  5.97  4.86  2.63
C  6.29  3.83  3.73
O  6.10  2.43  3.33
C  4.80  2.01  2.86
N  6.06  6.17  3.10
H  6.33  5.34  0.50
H  6.63  3.69  0.89
H  7.75  5.07  1.39
H  4.92  4.65  2.41
H  5.71  4.13  4.60
H  7.34  4.02  3.97
H  4.10  2.32  3.64
H  4.66  0.93  2.81
H  4.57  2.29  1.84
H  7.03  6.45  3.08
H  5.86  6.27  4.09
C  1.94  4.99  -10.90
C  1.82  4.43  -9.51
C  2.31  2.96  -9.37
O  2.18  2.67  -7.98
C  2.28  1.31  -7.72
N  2.69  5.32  -8.74
H  1.65  6.04  -10.83
H  1.30  4.61  -11.70
H  2.96  4.97  -11.28
H  0.84  4.60  -9.05
H  3.35  2.82  -9.66
H  1.81  2.27  -10.05
H  3.17  0.83  -8.12
H  1.39  0.74  -8.00
H  2.28  1.20  -6.63
H  3.63  5.26  -9.12
H  2.63  4.86  -7.84
C  -2.80  3.81  -3.74
C  -3.23  5.24  -3.88
C  -4.37  5.33  -4.91
O  -4.62  6.69  -5.31
C  -5.64  6.80  -6.27
N  -3.71  5.74  -2.54
H  -2.26  3.63  -2.81
H  -2.11  3.65  -4.57
H  -3.65  3.14  -3.85
H  -2.35  5.76  -4.26
H  -5.30  4.86  -4.61
H  -4.08  4.83  -5.84
H  -6.13  7.78  -6.33
H  -6.49  6.14  -6.09
H  -5.36  6.61  -7.31
H  -2.98  6.19  -2.01
H  -4.44  6.41  -2.73
C  -2.59  -1.33  7.56
C  -2.44  -1.13  6.02
C  -3.51  -1.92  5.19
O  -3.44  -3.27  5.32
C  -4.12  -3.98  4.29
N  -2.38  0.30  5.76
H  -1.79  -0.85  8.13
H  -2.70  -2.38  7.83
H  -3.49  -0.88  7.97
H  -1.49  -1.58  5.74
H  -3.56  -1.52  4.17
H  -4.55  -1.67  5.43
H  -5.18  -4.15  4.50
H  -3.78  -5.01  4.17
H  -4.13  -3.53  3.30
H  -3.36  0.46  5.61
H  -1.97  0.35  4.84
O  -6.72  -1.45  -0.82
H  -6.51  -1.30  -1.74
H  -6.36  -0.68  -0.36
O  0.02  -6.44  -3.17
H  -0.02  -7.40  -3.11
H  -0.10  -6.26  -4.11
C  -0.33  -1.64  0.08
O  0.00  -2.94  0.58
H  -1.32  -1.71  -0.37
H  -0.50  -0.90  0.85
H  0.40  -1.30  -0.66
H  -0.03  -3.54  -0.16

## Properties
**SMILES string**: COC[C@H](C)N.COC[C@H](C)N.COC[C@H](C)N.COC[C@H](C)N.COC[C@H](C)N.CO.O.O
**LUMO energy**: 0.260 eV
**Frontier orbital gap**: 0.3422 Ha

Löwdin population analysis, charges in e, atoms 1 to 2: number 1, C, carries -0.058; number 2, C, carries -0.424

(ii)
ORCA calculation (ωB97M-V/def2-TZVPD) on a 8-piece molecular cluster, C21H63N5O8 overall.

Atoms and positions in Å:
C  0.29  0.72  -16.41
C  -1.19  1.09  -16.37
C  -1.88  0.37  -15.22
O  -2.00  -1.01  -15.54
C  -2.56  -1.73  -14.47
N  -1.29  2.53  -16.10
H  0.70  0.94  -15.43
H  0.82  1.21  -17.23
H  0.41  -0.36  -16.50
H  -1.70  0.87  -17.32
H  -2.86  0.84  -15.05
H  -1.24  0.46  -14.34
H  -3.62  -1.53  -14.28
H  -2.00  -1.61  -13.54
H  -2.50  -2.78  -14.77
H  -2.27  2.84  -16.09
H  -0.92  3.04  -16.90
C  2.67  8.93  -19.21
C  1.88  9.09  -17.93
C  2.26  8.08  -16.84
O  2.15  6.73  -17.21
C  0.86  6.35  -17.63
N  1.93  10.47  -17.46
H  2.25  9.57  -20.00
H  2.63  7.91  -19.58
H  3.69  9.31  -19.09
H  0.84  8.86  -18.17
H  1.66  8.32  -15.95
H  3.31  8.27  -16.58
H  0.13  6.65  -16.86
H  0.78  5.26  -17.67
H  0.63  6.66  -18.65
H  2.89  10.79  -17.48
H  1.69  10.54  -16.47
C  -0.66  9.57  -26.94
C  -0.73  9.09  -25.50
C  -0.25  7.66  -25.34
O  -0.36  7.33  -23.97
C  -0.23  5.95  -23.73
N  0.14  10.02  -24.73
H  -0.96  10.62  -26.95
H  -1.32  9.08  -27.66
H  0.36  9.53  -27.34
H  -1.71  9.24  -25.06
H  0.80  7.56  -25.65
H  -0.79  6.96  -26.00
H  0.68  5.52  -24.16
H  -1.11  5.38  -24.04
H  -0.20  5.82  -22.64
H  1.09  9.97  -25.10
H  0.15  9.66  -23.79
C  -2.94  7.65  -21.48
C  -3.41  9.10  -21.57
C  -4.52  9.20  -22.58
O  -4.79  10.56  -22.87
C  -5.82  10.71  -23.79
N  -3.89  9.56  -20.26
H  -2.41  7.45  -20.55
H  -2.25  7.49  -22.30
H  -3.78  6.96  -21.59
H  -2.55  9.68  -21.93
H  -5.44  8.69  -22.26
H  -4.21  8.72  -23.52
H  -6.27  11.71  -23.75
H  -6.66  10.02  -23.63
H  -5.51  10.58  -24.84
H  -3.16  10.01  -19.73
H  -4.63  10.24  -20.41
C  -3.26  5.40  -14.15
C  -3.02  5.60  -15.63
C  -4.05  4.89  -16.48
O  -3.99  3.49  -16.34
C  -4.63  2.80  -17.38
N  -2.90  7.04  -15.92
H  -2.47  5.83  -13.54
H  -3.40  4.34  -13.90
H  -4.18  5.89  -13.82
H  -2.06  5.11  -15.86
H  -4.01  5.25  -17.53
H  -5.09  5.21  -16.25
H  -5.70  2.67  -17.20
H  -4.25  1.78  -17.47
H  -4.56  3.28  -18.36
H  -3.86  7.35  -16.11
H  -2.44  7.13  -16.82
O  -5.79  5.14  -20.02
H  -5.52  5.31  -20.93
H  -5.46  5.90  -19.53
O  -1.55  1.92  -21.27
H  -1.56  0.97  -21.16
H  -1.67  2.06  -22.22
C  -1.87  4.99  -19.44
O  -1.51  3.73  -18.92
H  -2.86  4.92  -19.91
H  -2.03  5.72  -18.64
H  -1.14  5.36  -20.17
H  -1.53  3.10  -19.66

## Properties
**SMILES string**: COC[C@H](C)N.COC[C@H](C)N.COC[C@H](C)N.COC[C@H](C)N.COC[C@H](C)N.CO.O.O
**LUMO energy**: -0.032 eV
**Frontier orbital gap**: 0.3085 Ha

Löwdin population analysis, charges in e, atoms 1 to 2: number 1, C, carries -0.061; number 2, C, carries -0.441

Which of them is most stable? Easy: (ii).

(i)
ORCA calculation (ωB97M-V/def2-TZVPD) on C20H23N3O4 in the gas phase.

Atoms and positions in Å:
C  5.12  -0.76  -2.51
C  3.86  -0.47  -2.27
C  3.15  0.75  -2.80
N  2.65  1.56  -1.70
C  1.58  1.12  -0.96
C  1.69  0.96  0.44
C  0.68  0.44  1.20
C  -0.53  0.07  0.61
C  -0.70  0.27  -0.74
C  0.32  0.82  -1.52
N  -0.06  1.18  -2.85
O  -1.18  0.90  -3.23
O  0.73  1.82  -3.53
H  -1.64  0.03  -1.22
N  -1.56  -0.49  1.39
C  -2.35  -1.56  0.96
O  -2.16  -2.20  -0.03
C  -3.48  -1.69  1.96
C  -4.04  -3.10  2.11
C  -3.13  -3.99  2.95
C  -2.85  -3.33  4.30
C  -2.09  -2.02  4.07
H  -1.85  -1.55  5.02
H  -1.15  -2.26  3.56
C  -2.91  -1.04  3.22
C  -1.91  -0.04  2.66
O  -1.43  0.92  3.21
H  -3.66  -0.55  3.84
H  -2.26  -3.99  4.93
H  -3.79  -3.13  4.81
H  -3.60  -4.96  3.10
H  -2.18  -4.15  2.42
H  -4.16  -3.53  1.11
H  -5.02  -3.05  2.58
H  -4.29  -1.05  1.57
H  0.82  0.31  2.26
H  2.63  1.19  0.91
C  3.65  2.42  -1.11
C  4.02  3.56  -2.02
C  3.32  3.96  -3.06
H  3.63  4.80  -3.65
H  2.41  3.47  -3.36
H  4.93  4.07  -1.73
H  4.56  1.85  -0.86
H  3.26  2.85  -0.19
H  3.84  1.36  -3.39
H  2.34  0.44  -3.46
H  3.25  -1.11  -1.64
H  5.59  -1.64  -2.12
H  5.73  -0.13  -3.14

## Properties
**SMILES string**: C=CCN(CC=C)c1ccc(N2C(=O)[C@H]3CCCC[C@H]3C2=O)cc1[N+](=O)[O-]
**LUMO energy**: -0.397 eV
**Frontier orbital gap**: 0.2881 Ha

Löwdin population analysis, charges in e, atoms 1 to 2: number 1, C, carries 0.012; number 2, C, carries -0.152

(ii)
ORCA calculation (ωB97M-V/def2-TZVPD) on C20H23N3O4 in the gas phase.

Atoms and positions in Å:
C  4.11  -1.14  -6.21
C  3.13  -1.90  -5.35
O  2.31  -2.65  -5.85
C  3.21  -1.70  -3.89
C  4.16  -0.88  -3.27
C  4.18  -0.75  -1.90
C  3.25  -1.43  -1.10
C  2.31  -2.25  -1.71
C  2.30  -2.38  -3.08
H  1.56  -3.01  -3.57
H  1.57  -2.78  -1.13
O  3.39  -1.24  0.24
C  2.52  -1.88  1.13
C  1.17  -1.23  1.22
C  0.27  -1.14  2.24
C  -0.81  -0.41  1.69
N  -0.55  -0.10  0.44
O  0.66  -0.61  0.14
C  -2.04  -0.10  2.45
O  -2.17  -0.57  3.58
N  -2.98  0.67  1.88
C  -2.87  1.32  0.58
H  -2.99  0.59  -0.22
C  -3.93  2.42  0.46
N  -4.04  3.26  1.64
C  -2.92  4.17  1.87
H  -2.33  4.30  0.97
C  -2.12  3.59  3.04
H  -1.43  2.82  2.69
H  -1.55  4.35  3.57
C  -3.23  2.97  3.89
H  -3.66  3.73  4.54
H  -2.87  2.15  4.51
C  -4.28  2.49  2.87
C  -4.18  0.98  2.62
H  -5.06  0.63  2.06
H  -4.13  0.44  3.57
H  -5.29  2.72  3.23
H  -3.34  5.14  2.16
H  -3.70  3.05  -0.39
H  -4.92  1.98  0.28
H  -1.87  1.75  0.48
H  0.34  -1.52  3.24
H  2.40  -2.95  0.88
H  3.00  -1.81  2.11
H  4.90  -0.12  -1.41
H  4.88  -0.34  -3.85
H  3.99  -0.07  -6.05
H  3.93  -1.37  -7.26
H  5.13  -1.42  -5.95

## Properties
**SMILES string**: CC(=O)c1ccc(OCc2cc(C(=O)N3CCN4CCC[C@@H]4C3)no2)cc1
**LUMO energy**: 0.476 eV
**Frontier orbital gap**: 0.3246 Ha

Löwdin population analysis, charges in e, atoms 1 to 2: number 1, C, carries -0.019; number 2, C, carries -0.411

Which of them is most stable? Easy: (ii).

(i)
ORCA calculation (ωB97M-V/def2-TZVPD) on a 2-piece molecular cluster, H5N2OP overall.

Atoms and positions in Å:
N  -0.16  -1.51  0.09
N  0.74  1.05  -0.14
O  -1.80  0.50  -0.37
P  -0.56  0.07  0.28
H  -0.41  -1.52  -1.80
H  0.83  -1.72  0.13
H  0.45  2.00  -0.31
H  1.57  1.02  0.45
H  -0.66  0.10  1.67

## Properties
**LUMO energy (alpha / beta)**: -1.778 / -1.342 eV
**Frontier orbital gap (alpha / beta)**: 0.3217 / 0.3384 Ha

Löwdin population analysis, charges in e, atoms 1 to 2: number 1, N, carries -0.143; number 2, N, carries -0.119

(ii)
ORCA calculation (ωB97M-V/def2-TZVPD) on a 2-piece molecular cluster, H5N2OP overall.

Atoms and positions in Å:
N  -1.92  -0.32  -0.57
N  1.78  0.41  -0.45
O  -0.74  0.36  -0.25
P  0.47  -0.73  -0.14
H  -2.53  0.46  -0.41
H  -2.11  -0.98  0.18
H  2.73  -0.05  -0.12
H  1.76  1.39  -0.04
H  0.56  -0.53  1.80

## Properties
**LUMO energy**: 0.700 eV
**Frontier orbital gap**: 0.3398 Ha

Löwdin population analysis, charges in e, atoms 1 to 2: number 1, N, carries -0.063; number 2, N, carries -0.323

Which of them is most stable? Easy: (i).

(i)
ORCA calculation (ωB97M-V/def2-TZVPD) on C5H3N3 in the gas phase.

Atoms and positions in Å:
C  0.35  0.39  -0.77
C  -0.33  -0.21  0.39
C  0.28  -1.20  1.05
N  0.75  -0.25  -1.83
C  0.67  1.80  -0.82
C  -1.60  0.31  0.78
N  0.93  2.94  -0.80
N  -2.64  0.70  1.10
H  0.49  -1.24  -1.78
H  -0.17  -1.67  1.92
H  1.26  -1.56  0.75

## Properties
**SMILES string**: [H]/N=C(/C#N)C(=C)C#N
**LUMO energy**: -0.927 eV
**Frontier orbital gap**: 0.3761 Ha

Löwdin population analysis, charges in e, atoms 1 to 2: number 1, C, carries -0.344; number 2, C, carries -0.273

(ii)
ORCA calculation (ωB97M-V/def2-TZVPD) on C5H3N3 in the gas phase.

Atoms and positions in Å:
C  -0.30  0.07  1.65
C  -0.12  -0.05  0.19
C  0.68  1.18  -0.32
C  -1.34  -0.13  -0.38
C  0.78  -1.19  -0.24
H  0.62  0.17  2.06
H  -0.94  -0.90  1.93
H  -0.82  1.16  1.71
N  1.04  2.28  -0.49
N  -2.47  -0.40  -0.74
N  1.85  -1.84  -0.37

## Properties
**SMILES string**: CC(C#N)(C#N)C#N
**LUMO energy**: -0.069 eV
**Frontier orbital gap**: 0.4536 Ha

Löwdin population analysis, charges in e, atoms 1 to 2: number 1, C, carries -0.010; number 2, C, carries -0.575

Which of them is most stable? Easy: (i).